#P
Here is one molecule with the formula C4H7NOS2 from OMol25. Energies are from the ωB97M-V functional and the def2-TZVPD basis.

The geometry in XYZ format:
```
15
Properties=species:S:1:pos:R:3
N 0.89 -1.25 -1.23
C 1.21 -0.27 -0.36
S 2.77 -0.11 0.31
C 0.15 0.70 -0.11
S 0.28 2.37 -0.69
C -0.51 0.51 1.26
C -1.24 0.01 0.04
O -1.31 -1.41 -0.19
H 0.01 -1.45 -1.65
H 1.62 -1.97 -1.36
H 1.11 2.82 0.32
H 0.02 -0.16 1.97
H -0.94 1.33 1.77
H -2.05 0.66 -0.49
H -2.02 -1.81 0.42
```

Values from the calculation:
HOMO-LUMO gap = 8.686 eV
SMILES = NC(=S)[C@]1(S)C[C@@H]1O

---

#Q
Here is one molecule with the formula C4H7NOS2 from OMol25. Energies are from the ωB97M-V functional and the def2-TZVPD basis.

The geometry in XYZ format:
```
15
Properties=species:S:1:pos:R:3
C -0.64 -1.69 0.22
C -0.39 -0.83 -1.03
O -0.54 -1.25 -2.15
N -0.27 0.53 -0.83
S -0.64 1.32 -2.34
C 0.36 1.24 0.20
C 1.04 0.35 1.21
S 0.19 2.83 0.40
H -1.29 -1.18 0.94
H 0.30 -2.03 0.64
H -1.24 -2.48 -0.21
H -0.43 2.55 -1.69
H 1.45 -0.58 0.92
H 1.80 1.02 1.68
H 0.29 0.19 2.05
```

Values from the calculation:
HOMO-LUMO gap = 8.439 eV
SMILES = CC(=O)N(S)C(C)=S

---

Which structure is most stable? #Q, by 0.0239 hartree over the runner-up.

---

#P
Here is one molecule with the formula C4H7NOS2 from OMol25. Energies are from the ωB97M-V functional and the def2-TZVPD basis.

The geometry in XYZ format:
```
15
Properties=species:S:1:pos:R:3
S 3.17 -0.91 -0.07
N 1.62 -0.26 0.20
C 1.55 0.98 -0.11
O 0.43 1.69 -0.21
C -0.82 1.17 0.38
C -1.35 0.09 -0.51
C -1.27 -1.27 -0.04
S -2.97 -0.68 0.00
H 2.75 -2.11 0.17
H 2.45 1.65 -0.36
H -1.47 2.08 0.39
H -0.74 0.74 1.40
H -1.37 0.30 -1.56
H -0.90 -1.39 0.98
H -1.08 -2.09 -0.66
```

Values from the calculation:
HOMO-LUMO gap = 9.419 eV
SMILES = S/N=C/OC[C@H]1CS1

---

#Q
Here is one molecule with the formula C4H7NOS2 from OMol25. Energies are from the ωB97M-V functional and the def2-TZVPD basis.

The geometry in XYZ format:
```
15
Properties=species:S:1:pos:R:3
O 2.80 0.56 -0.72
C 1.86 -0.63 -0.62
C 1.27 -0.92 0.71
C -0.15 -0.44 1.06
S -1.30 -1.34 -0.16
C -1.87 0.25 -0.86
N -1.36 1.37 -0.67
S -0.28 1.37 0.69
H 2.31 1.51 -0.48
H 2.64 -1.43 -0.77
H 1.13 -0.64 -1.51
H 1.11 -2.08 0.87
H 2.00 -0.75 1.52
H -0.53 -0.75 2.06
H -2.88 0.07 -1.44
```

Values from the calculation:
HOMO-LUMO gap = 9.011 eV
SMILES = OCC[C@@H]1SC=NS1

---

#R
Here is C4H7NOS2 as an isolated structure from OMol25. Energies are from the ωB97M-V functional and the def2-TZVPD basis.

The geometry in XYZ format:
```
15
Properties=species:S:1:pos:R:3
C -0.39 2.34 1.53
C -0.11 -0.36 0.54
C -0.41 -1.18 -1.71
C 0.51 -1.27 -0.47
H -0.11 1.97 2.37
H -1.40 2.20 1.11
H -0.15 3.31 1.50
H 0.29 -0.76 1.46
H -0.12 -1.96 -2.65
H 0.77 -2.30 -0.20
H 2.18 -1.51 -1.30
N -1.55 -0.85 -1.46
O 1.67 -0.60 -1.07
S 0.65 1.39 0.26
S -1.83 -0.43 0.10
```

Values from the calculation:
HOMO-LUMO gap = 8.952 eV

---

Which structure is most stable? #P, by 0.0145 hartree over the runner-up.

---

#P
Here is C8H18AsHoN2OS5 as an isolated structure from OMol25. Energies are from the ωB97M-V functional and the def2-TZVPD basis.

The geometry in XYZ format:
```
36
Properties=species:S:1:pos:R:3
Ho 0.92 0.06 1.07
S 5.06 -5.02 -0.18
C 3.81 -4.02 0.09
S 3.03 -3.09 -1.16
C 1.80 -2.34 -0.17
C 1.81 -2.65 1.16
S 0.81 -2.11 2.53
S 3.07 -3.77 1.65
S 0.70 -1.27 -1.08
C 1.54 4.88 -0.37
As 1.19 3.09 -0.92
C 2.68 2.40 -1.88
C -0.38 2.98 -1.99
O 0.93 2.12 0.49
H 1.64 5.49 -1.27
H 2.47 4.91 0.19
H 0.73 5.26 0.25
H 2.91 3.09 -2.69
H 2.44 1.41 -2.29
H 3.54 2.33 -1.22
H -0.25 3.59 -2.89
H -1.25 3.35 -1.44
H -0.54 1.95 -2.30
N -3.93 -3.12 0.90
C -3.58 -1.69 1.29
C -2.13 -1.44 0.90
N -1.60 -0.14 1.34
H -4.90 -3.34 1.14
H -3.33 -3.79 1.37
H -3.82 -3.27 -0.11
H -3.75 -1.65 2.37
H -4.31 -1.06 0.79
H -2.00 -1.52 -0.18
H -1.49 -2.21 1.34
H -1.71 -0.05 2.35
H -2.11 0.63 0.93
```

Values from the calculation:
Spin multiplicity = 5
Total charge = +2
HOMO-LUMO gap (alpha / beta) = 6.410 / 6.422 eV

---

#Q
Here is C8H18AsHoN2OS5 as an isolated structure from OMol25. Energies are from the ωB97M-V functional and the def2-TZVPD basis.

The geometry in XYZ format:
```
36
Properties=species:S:1:pos:R:3
Ho 0.53 1.12 -0.49
S 0.39 5.44 5.02
C 0.10 4.43 3.80
S -0.27 4.94 2.18
C -0.36 3.35 1.46
C -0.14 2.31 2.28
S -0.21 0.58 1.90
S 0.23 2.69 3.94
S -0.77 3.34 -0.27
C 5.27 -0.47 -0.47
As 3.40 -0.71 -0.50
C 2.82 -1.75 0.98
C 2.90 -1.59 -2.10
O 2.60 0.80 -0.48
H 5.75 -1.44 -0.55
H 5.55 0.01 0.46
H 5.54 0.16 -1.31
H 3.36 -2.70 0.96
H 1.76 -1.92 0.91
H 3.05 -1.21 1.89
H 3.47 -2.52 -2.19
H 3.13 -0.95 -2.94
H 1.85 -1.83 -2.08
N -5.18 -1.96 -1.19
C -4.36 -0.74 -0.83
C -2.87 -0.96 -1.07
N -2.13 0.26 -0.73
H -6.18 -1.79 -1.06
H -4.94 -2.77 -0.62
H -5.06 -2.23 -2.17
H -4.57 -0.53 0.22
H -4.74 0.08 -1.43
H -2.69 -1.23 -2.11
H -2.51 -1.77 -0.44
H -2.21 0.48 0.25
H -2.51 1.06 -1.23
```

Values from the calculation:
Spin multiplicity = 5
Total charge = +2
HOMO-LUMO gap (alpha / beta) = 5.211 / 5.285 eV

---

Which structure is most stable? #P, by 0.0331 hartree over the runner-up.

---

#P
Here is one molecule with the formula C9H11N3 from OMol25. Energies are from the ωB97M-V functional and the def2-TZVPD basis.

The geometry in XYZ format:
```
23
Properties=species:S:1:pos:R:3
H -3.05 0.76 -1.59
N -3.21 0.86 -0.63
C -2.37 0.34 0.08
N -2.56 0.60 1.50
N -1.17 -0.16 -0.26
C -0.80 0.08 -1.72
C 0.52 -0.55 -1.81
C 1.15 -0.52 -0.61
C 2.53 -0.59 -0.32
C 2.98 -0.09 0.81
C 2.01 0.27 1.83
C 0.55 0.08 1.57
C 0.21 -0.13 0.26
H -2.37 -0.32 2.11
H -3.47 0.90 1.75
H -1.42 -0.67 -2.53
H -0.94 1.09 -1.92
H 1.12 -0.07 -2.51
H 0.56 -1.59 -1.77
H 3.52 -1.10 -0.75
H 3.90 -0.24 1.25
H 2.39 0.57 2.86
H -0.07 0.50 2.38
```

Values from the calculation:
HOMO-LUMO gap = 8.979 eV
SMILES = [H]/N=C(/N)N1CCc2ccccc21

---

#Q
Here is one molecule with the formula C9H11N3 from OMol25. Energies are from the ωB97M-V functional and the def2-TZVPD basis.

The geometry in XYZ format:
```
23
Properties=species:S:1:pos:R:3
C -0.67 2.47 -0.63
C -1.49 1.47 -0.24
C 0.73 2.25 -0.82
C -0.96 0.14 0.08
C 1.23 1.00 -0.79
C 0.37 -0.13 -0.51
C 1.83 -2.34 -0.97
C 0.44 -2.80 -0.58
C 0.76 -1.38 -0.73
N -0.08 -0.90 2.22
N -0.74 -0.07 1.73
N -1.56 0.83 2.37
H -1.07 3.45 -0.85
H -2.56 1.62 -0.18
H 1.36 3.09 -1.05
H -1.67 -0.67 -0.10
H 2.26 0.79 -1.02
H 2.63 -2.41 -0.24
H 2.16 -2.52 -1.99
H -0.16 -3.29 -1.33
H 0.29 -3.19 0.42
H -1.36 0.93 3.36
H -1.73 1.68 1.85
```

Values from the calculation:
HOMO-LUMO gap = 7.523 eV

---

Which structure is most stable? #P, by 0.0328 hartree over the runner-up.